# C37H30N2O4P2S6Ti

C37H30N2O4P2S6Ti as an isolated structure (ωB97M-V with the def2-TZVPD basis set, the Open Molecules 2025 dataset).

Values from the calculation:
Electronic energy in Ha: -5760.0977
Spin multiplicity: 1
Charge: -2
Gap between HOMO and LUMO (alpha / beta) in eV: 5.3 / 5.3
E_HOMO (alpha / beta) in eV: -0.992 / -0.991

CARTESIAN COORDINATES (ANGSTROEM)
Ti1 1.17156 -0.71707 0.21884
O1 -0.71929 0.50551 3.74479
C1 0.06373 0.44256 2.66424
O2 -0.14442 -0.45054 1.78328
C2 1.11423 1.31810 2.39666
C3 1.61400 2.41748 3.13176
C4 2.57662 3.21402 2.58760
C5 3.00795 2.94913 1.24647
C6 2.51665 1.86991 0.59012
N1 1.64536 0.97928 1.15847
C7 2.72179 1.53669 -0.85724
O3 3.40916 2.20846 -1.61070
O4 2.02103 0.49255 -1.18664
H1 -1.32452 -0.28180 3.68624
H2 1.20995 2.60369 4.11890
H3 2.98168 4.05259 3.13903
H4 3.68313 3.60844 0.71755
N2 -0.61959 2.43448 -0.12491
C8 -1.87961 2.27126 -0.63016
C9 -2.81239 3.31828 -0.50042
C10 -4.07270 3.22714 -1.04607
C11 -4.45506 2.08354 -1.74381
C12 -3.54429 1.05026 -1.86503
C13 -2.26004 1.10849 -1.32139
P1 -1.09519 -0.31364 -1.53036
C14 -0.79733 -0.21935 -3.34783
C15 -1.77320 -0.54953 -4.29095
C16 -1.53278 -0.39016 -5.64558
C17 -0.31049 0.10574 -6.08291
C18 0.66653 0.42778 -5.15597
C19 0.43032 0.26357 -3.79578
C20 -2.23907 -1.72649 -1.35503
C21 -2.02791 -2.89776 -2.07889
C22 -2.77680 -4.03221 -1.80469
C23 -3.71890 -4.01820 -0.78570
C24 -3.90976 -2.86419 -0.03966
C25 -3.17513 -1.72494 -0.32507
H5 -0.03056 1.61474 -0.01166
H6 -0.49297 3.12614 0.59502
H7 -2.51210 4.20976 0.03913
H8 -4.76703 4.05071 -0.92358
H9 -5.44506 1.99641 -2.17180
H10 -3.84715 0.14841 -2.38026
H11 -2.72375 -0.95382 -3.96892
H12 -2.30092 -0.65863 -6.36146
H13 -0.12078 0.22818 -7.14300
H14 1.63005 0.79979 -5.48142
H15 1.21115 0.48602 -3.07981
H16 -1.24180 -2.93868 -2.82261
H17 -2.59345 -4.94049 -2.36606
H18 -4.27849 -4.91545 -0.54877
H19 -4.59159 -2.86071 0.80065
H20 -3.29405 -0.84650 0.29802
S1 1.71693 -2.35785 -1.71258
S2 2.54673 -3.93736 -0.67869
S3 4.06690 -3.02472 0.35526
S4 3.14357 -1.42097 1.32323
S5 -2.49666 -2.19988 3.33386
P2 -0.97579 -3.28595 2.59642
S6 -0.29301 -3.12320 0.72888
C26 -1.49876 -5.04481 2.78477
C27 -1.51520 -5.92752 1.71334
C28 -1.93097 -7.24194 1.89475
C29 -2.32393 -7.68539 3.14771
C30 -2.30627 -6.80598 4.22491
C31 -1.90132 -5.49428 4.04122
C32 0.44581 -3.23330 3.75129
C33 1.64218 -3.81994 3.34130
C34 2.73283 -3.84747 4.19386
C35 2.64323 -3.27529 5.45623
C36 1.45975 -2.67712 5.86324
C37 0.36064 -2.65892 5.01250
H21 -1.19384 -5.57199 0.74167
H22 -1.94160 -7.92098 1.05045
H23 -2.64215 -8.71183 3.28835
H24 -2.61061 -7.14468 5.20858
H25 -1.90401 -4.79982 4.87322
H26 1.72754 -4.21090 2.33341
H27 3.66574 -4.27404 3.84726
H28 3.50538 -3.27484 6.11337
H29 1.39198 -2.20948 6.83870
H30 -0.56681 -2.18633 5.31439

Here are the Löwdin charges for atoms 1 to 5, given in e:
1. Ti 0.36
2. O 0.06
3. C -0.48
4. O -0.21
5. C -0.22

=====

# C36H74NO14PbS6

C36H74NO14PbS6 as an isolated structure at a distorted geometry (ωB97M-V with the def2-TZVPD basis set, the Open Molecules 2025 dataset).

Values from the calculation:
Electronic energy in Ha: -5105.3725
Spin multiplicity: 1
Charge: +1
Gap between HOMO and LUMO in eV: 1.6
E_HOMO in eV: -9.016

CARTESIAN COORDINATES (ANGSTROEM)
Pb1 -1.96791 -7.05652 -4.27418
C1 -0.31342 -0.40741 -0.19685
C2 -1.48033 -1.01560 -0.86277
C3 -1.93815 -0.10358 -2.08763
O1 -1.35513 -2.38857 -1.29698
H1 0.65631 -0.52876 -0.67956
H2 -0.03206 -0.94820 0.70674
H3 -0.52134 0.62930 0.06794
H4 -2.29316 -0.92242 -0.14255
H5 -2.06631 0.91940 -1.73381
H6 -2.87680 -0.44716 -2.52237
H7 -1.24040 0.02436 -2.91520
C4 -4.34501 7.77157 0.48884
C5 -3.94167 7.62399 2.02797
C6 -5.24492 7.50901 2.77951
S1 -6.45228 6.60627 1.82324
O2 -7.69891 7.35591 1.83475
O3 -6.43453 5.17268 2.08965
C7 -5.53842 6.86442 0.21015
H8 -3.48464 7.41902 -0.07998
H9 -4.43898 8.83924 0.29050
H10 -3.34249 8.44581 2.42002
H11 -3.36851 6.70103 2.11594
H12 -5.57291 8.50678 3.07103
H13 -5.09167 7.13221 3.79077
H14 -6.30097 7.38654 -0.36780
H15 -5.39155 5.81128 -0.02950
C8 4.06930 -0.36272 -8.16434
C9 3.68737 0.06736 -9.60309
C10 3.13409 1.50287 -9.58753
S2 2.78268 1.93347 -7.81701
O4 1.50419 2.48142 -7.56235
O5 3.91122 2.71397 -7.29258
C11 3.04392 0.19026 -7.19873
H16 5.01762 0.17322 -8.12507
H17 4.33036 -1.40638 -7.98909
H18 2.96568 -0.58158 -10.09924
H19 4.52156 0.17004 -10.29714
H20 2.16061 1.50880 -10.07786
H21 3.69275 2.36332 -9.95581
H22 2.07261 -0.28155 -7.34722
H23 3.18893 0.15675 -6.11893
C12 -4.09050 -0.62464 -11.48323
C13 -4.96113 -0.33550 -10.27113
C14 -5.01474 -1.51449 -9.30625
S3 -3.82375 -2.76796 -9.90913
O6 -4.33850 -3.62885 -10.96654
O7 -2.97604 -3.27421 -8.81521
C15 -2.92612 -1.46118 -10.95439
H24 -3.88637 0.37585 -11.86461
H25 -4.53556 -1.16420 -12.31922
H26 -5.90718 0.03298 -10.66777
H27 -4.60047 0.52399 -9.70608
H28 -5.99927 -1.98196 -9.28959
H29 -4.65548 -1.29108 -8.30170
H30 -2.15023 -1.89112 -11.58783
H31 -2.40226 -0.82101 -10.24458
C16 4.80253 -8.70280 -0.25572
C17 5.91668 -8.98127 -1.36191
C18 5.21216 -8.53098 -2.68998
S4 4.44348 -6.89123 -2.20191
O8 3.15681 -6.90008 -2.84443
O9 5.43034 -5.85299 -2.50946
C19 4.18678 -7.26568 -0.43123
H32 5.31020 -8.70655 0.70883
H33 4.07080 -9.51048 -0.23865
H34 6.14873 -10.04159 -1.46174
H35 6.85940 -8.45908 -1.19845
H36 4.37218 -9.20816 -2.84470
H37 5.89397 -8.44132 -3.53568
H38 3.11997 -7.27758 -0.20792
H39 4.64162 -6.41581 0.07763
C20 -9.98071 -5.63002 0.35471
C21 -9.37184 -4.29283 0.79135
C22 -7.93672 -4.17516 0.13779
S5 -8.20138 -4.75915 -1.59763
O10 -7.05763 -5.46340 -2.04900
O11 -8.79224 -3.72075 -2.38884
C23 -9.49081 -6.00960 -1.13169
H40 -11.06362 -5.50789 0.33205
H41 -9.85167 -6.44443 1.06758
H42 -9.26014 -4.14527 1.86551
H43 -9.97644 -3.44583 0.46708
H44 -7.38883 -4.86311 0.78171
H45 -7.51448 -3.17423 0.22705
H46 -8.81024 -6.85771 -1.05656
H47 -10.16508 -6.19668 -1.96742
C24 6.71582 2.30998 -0.30647
C25 5.44858 3.07491 -0.04094
C26 5.25876 3.19012 1.45245
S6 7.02575 3.22944 2.21020
O12 7.11600 2.16934 3.20895
O13 7.41279 4.60888 2.44186
C27 7.86167 2.77555 0.59217
H48 7.09960 2.40831 -1.32192
H49 6.45692 1.25120 -0.29905
H50 4.55701 2.70281 -0.54565
H51 5.64272 4.09545 -0.37096
H52 4.89356 2.25752 1.88258
H53 4.77818 3.99413 2.00988
H54 8.72761 2.16953 0.85861
H55 8.27217 3.69266 0.16968
C28 2.51170 3.02111 11.54827
C29 3.18617 2.93433 10.15406
C30 4.00487 1.63354 10.08876
C31 3.30161 0.32599 9.89503
C32 2.20966 0.42126 8.80249
C33 1.32767 1.68145 8.91577
N1 2.19924 2.88477 9.02443
O14 1.65812 4.05958 8.74638
C34 0.60460 1.92612 7.51717
C35 0.21047 1.52881 9.97042
C36 4.20882 4.13340 10.01284
H56 1.68616 3.73001 11.61192
H57 3.20444 3.27333 12.35115
H58 1.99589 2.06477 11.63453
H59 4.71932 1.75783 9.27499
H60 4.59206 1.61594 11.00692
H61 2.85441 -0.07496 10.80462
H62 4.14030 -0.30372 9.59810
H63 1.52444 -0.38991 9.04863
H64 2.60703 0.28338 7.79692
H65 0.22014 0.94457 7.24000
H66 -0.23915 2.56645 7.77438
H67 1.25764 2.38666 6.77586
H68 0.51231 0.87267 10.78679
H69 -0.08626 2.48371 10.40427
H70 -0.71875 1.09645 9.59930
H71 3.71664 5.10391 10.07576
H72 4.66355 4.02515 9.02816
H73 5.11640 4.05553 10.61146
H74 1.10038 4.19327 9.51621

Here are the Löwdin charges for atoms 1 to 5, given in e:
1. Pb 0.95
2. C -0.09
3. C -0.48
4. C -0.02
5. O -0.01

=====

# C28H81NO24

A 12-piece molecular cluster, C28H81NO24 overall at a distorted geometry (ωB97M-V with the def2-TZVPD basis set, the Open Molecules 2025 dataset).

Values from the calculation:
Electronic energy in Ha: -2975.6138
Spin multiplicity: 1
Gap between HOMO and LUMO in eV: 9.2
E_HOMO in eV: -9.314
Structure (SMILES): COCCNCCOC.OCCO.OCCO.OCCO.OCCO.OCCO.OCCO.OCCO.OCCO.OCCO.OCCO.OCCO

CARTESIAN COORDINATES (ANGSTROEM)
C1 -1.33624 2.88645 -0.73528
O1 -2.24742 1.84394 -0.44816
C2 -2.38164 1.56106 0.92275
C3 -1.19725 0.88017 1.60029
N1 -1.08094 -0.61058 1.29466
C4 -0.73739 -0.94108 -0.14013
C5 0.74764 -0.66144 -0.50340
O2 1.49985 -1.38302 0.47405
C6 2.88877 -1.54361 0.22619
H1 -0.27822 2.55696 -0.67663
H2 -1.38802 3.71210 -0.01176
H3 -1.42748 3.25425 -1.75420
H4 -3.30600 1.01364 1.09726
H5 -2.50500 2.50390 1.48779
H6 -1.45933 0.83786 2.66191
H7 -0.24543 1.37172 1.40323
H8 -0.19020 -0.74310 1.75128
H9 -1.47816 -0.49513 -0.79097
H10 -0.84916 -2.03319 -0.12404
H11 0.93562 0.39349 -0.32123
H12 0.93830 -1.04564 -1.50068
H13 3.00436 -2.27565 -0.58439
H14 3.40814 -1.84826 1.13228
H15 3.31698 -0.57165 -0.04678
O3 1.53004 3.40813 1.92332
C7 2.68826 4.17312 1.78497
C8 3.31747 4.17625 0.42750
O4 2.71750 5.16047 -0.43600
H16 0.75766 3.96457 1.73454
H17 2.63229 5.16716 2.22356
H18 3.45504 3.63892 2.36962
H19 3.33927 3.15597 0.02425
H20 4.38863 4.41090 0.45884
H21 3.35762 5.30703 -1.13931
O5 -0.53780 -4.16317 4.36414
C9 0.65425 -4.46525 3.58711
C10 1.05396 -3.39786 2.62436
O6 1.29826 -2.14299 3.26512
H22 -0.58705 -3.19979 4.47373
H23 1.47451 -4.60262 4.30759
H24 0.34787 -5.37327 3.06729
H25 0.26819 -3.19945 1.88230
H26 1.98493 -3.69005 2.12273
H27 1.59077 -1.54653 2.56158
O7 5.38340 -3.32613 0.32478
C11 5.93963 -4.18431 1.28188
C12 4.88377 -4.69429 2.24275
O8 3.89130 -5.46695 1.52846
H28 4.49890 -3.69759 0.16615
H29 6.38453 -5.08897 0.82471
H30 6.76356 -3.76164 1.85879
H31 4.27419 -3.81612 2.49569
H32 5.28806 -5.18906 3.12173
H33 4.30070 -5.84461 0.73145
O9 -3.47944 -2.06837 1.58528
C13 -3.83007 -2.98751 0.56257
C14 -5.29609 -3.34395 0.61350
O10 -6.13163 -2.22849 0.29005
H34 -2.64473 -1.61485 1.29218
H35 -3.64549 -2.46558 -0.39184
H36 -3.17284 -3.86632 0.61404
H37 -5.40090 -3.82215 1.60398
H38 -5.50224 -4.12706 -0.12051
H39 -6.15578 -1.64079 1.06389
O11 -4.85431 1.44749 -3.05660
C15 -4.91393 1.77855 -1.65911
C16 -5.27510 0.52953 -0.91558
O12 -6.45600 -0.05172 -1.38000
H40 -5.62298 0.88659 -3.23301
H41 -3.95933 2.18263 -1.33082
H42 -5.63024 2.59296 -1.48613
H43 -5.33242 0.80345 0.16511
H44 -4.46827 -0.21639 -0.86592
H45 -6.64236 -0.86450 -0.87780
O13 7.55497 0.13094 -1.48213
C17 6.39525 0.41239 -2.22687
C18 5.78143 1.73135 -1.80556
O14 5.39449 1.78357 -0.40996
H46 7.53166 -0.74069 -1.08110
H47 6.68563 0.50894 -3.28584
H48 5.60148 -0.34090 -2.25578
H49 4.78943 1.85658 -2.26460
H50 6.37786 2.59774 -2.12466
H51 6.18924 1.57853 0.11213
O15 -3.11873 2.65422 4.19668
C19 -2.21859 3.13448 5.19667
C20 -1.10191 3.87740 4.51283
O16 -1.61654 5.09836 4.00173
H52 -3.31458 3.46083 3.68711
H53 -2.73293 3.82463 5.87904
H54 -1.92136 2.26704 5.78015
H55 -0.72595 3.28718 3.68428
H56 -0.29037 4.12098 5.20131
H57 -1.61272 5.75830 4.70373
O17 -0.38878 3.56290 -5.74460
C21 -0.41294 2.23173 -5.13715
C22 -1.86701 1.77990 -4.94621
O18 -2.60715 2.84500 -4.37392
H58 -1.15501 4.03536 -5.37916
H59 0.12859 1.45427 -5.66488
H60 -0.04009 2.39421 -4.10806
H61 -1.88250 1.03502 -4.13082
H62 -2.28053 1.29531 -5.83689
H63 -3.43735 2.47680 -4.03463
O19 3.23754 -5.84039 -0.35657
C23 1.79639 -6.14122 -0.48132
C24 0.93892 -4.93349 -0.23268
O20 0.98179 -3.92169 -1.24870
H64 3.62016 -5.77288 -1.23608
H65 1.60542 -6.64526 -1.43493
H66 1.59737 -6.85732 0.32953
H67 1.19719 -4.42817 0.70564
H68 -0.09099 -5.29044 -0.13534
H69 1.90302 -3.70612 -1.43739
O21 -3.98938 -2.57513 -3.63261
C25 -3.02443 -3.43895 -4.14397
C26 -2.19504 -3.90222 -3.03032
O22 -1.25849 -2.87378 -2.69257
H70 -4.32826 -2.02487 -4.34453
H71 -3.45266 -4.36179 -4.55946
H72 -2.41548 -2.99301 -4.92981
H73 -1.53388 -4.75758 -3.23489
H74 -2.72140 -4.20183 -2.11706
H75 -0.69741 -3.16700 -1.95058
O23 0.08972 6.29584 1.84788
C27 -0.91706 6.77131 0.96043
C28 -0.40065 6.98426 -0.43136
O24 0.12684 5.79143 -1.02880
H76 -0.34943 6.10761 2.69311
H77 -1.86762 6.21321 1.01208
H78 -1.29237 7.73080 1.37539
H79 0.45920 7.67775 -0.42671
H80 -1.22428 7.40599 -1.00847
H81 0.94292 5.44402 -0.58364

Here are the Löwdin charges for atoms 1 to 5, given in e:
1. C -0.08
2. O -0.22
3. C -0.21
4. C -0.14
5. N -0.04

=====

# C2H4OS

A single C2H4OS molecule at a distorted geometry (ωB97M-V with the def2-TZVPD basis set, the Open Molecules 2025 dataset).

Values from the calculation:
Electronic energy in Ha: -551.9568
Spin multiplicity: 1
Gap between HOMO and LUMO in eV: 9.0
E_HOMO in eV: -8.891
Structure (SMILES): CC(O)=S

CARTESIAN COORDINATES (ANGSTROEM)
C1 1.08965 1.19594 0.00919
C2 0.23939 -0.09483 -0.02218
O1 0.99808 -1.28272 0.04330
S1 -1.36824 0.01289 -0.00306
H1 0.39358 2.08933 -0.49144
H2 1.39912 1.39110 1.17364
H3 2.14874 0.86398 -0.59508
H4 1.99160 -0.89554 -0.30667

Here are the Löwdin charges for atoms 1 to 5, given in e:
1. C -0.16
2. C -0.98
3. O -0.10
4. S 0.71
5. H 0.12